DFT (wB97M-V/def2-TZVPD) results for C17H7Br5Cl2N2O3S4W as an isolated structure.

Calculated values
- Electronic energy: -447289.66516 eV
- Energy relative to the best compared isomer or geometry (same formula, charge and spin): 0.788 eV
- E_HOMO (alpha / beta): -0.287 / -0.285 Eh
- Gap between HOMO and LUMO (alpha / beta): 4.920 / 5.318 eV
- Lowest unoccupied orbital energy (alpha / beta): -2.90 / -2.44 eV

Geometry as ORCA input:
```
! RIJCOSX wB97M-V def2-TZVPD def2/J DEFGRID3
* xyz 0 1
W -1.2873 0.2202 -0.7721
S -4.3993 -0.9682 -2.6662
S -2.5331 -0.7358 -2.9186
S -0.3865 1.2119 -3.1188
S 0.7466 -0.0444 -4.0161
O -0.1468 2.5684 4.2168
C -0.2149 1.6698 3.2101
C 0.5054 0.4613 3.2444
C 0.4332 -0.3975 2.1699
N -0.3677 -0.0481 1.1686
C -1.0525 1.0567 1.1452
Br -3.0422 2.0076 -1.0960
C -1.0190 2.0021 2.1295
H 0.4371 2.2395 4.9102
H 1.1263 0.2079 4.0953
H 0.9801 -1.3285 2.1115
H -1.5698 2.9311 2.0908
Br -3.1596 -6.2288 0.9532
C -2.2407 -4.7542 0.2305
C -1.0628 -4.9305 -0.5040
Br -0.3563 -6.6514 -0.7849
C -0.3922 -3.8221 -1.0368
Br 1.1880 -3.9242 -2.0405
C -0.9041 -2.5633 -0.8195
O -0.3466 -1.4201 -1.2849
C -2.0727 -2.3900 -0.0932
O -2.4807 -1.1087 0.0177
C -2.7494 -3.4679 0.4361
Br -4.3195 -3.0940 1.3856
Cl 2.4895 -0.4039 -0.3731
C 2.5119 1.2913 -0.7364
C 3.7109 1.9593 -0.5189
C 3.8276 3.3078 -0.8126
C 2.7334 3.9994 -1.3132
C 1.5415 3.3264 -1.4960
Cl 0.1955 4.2281 -2.1106
C 1.4054 1.9669 -1.2213
N 0.1624 1.3543 -1.4336
H 4.5515 1.3995 -0.1316
H 4.7682 3.8212 -0.6560
H 2.7891 5.0506 -1.5604
*
```

The Mulliken scheme yields these atomic charges, measured in e:
1 W 1.1174
2 S -0.0030
3 S 0.2095
4 S 0.1631
5 S -0.2125
6 O -0.5149
7 C 1.0475
8 C -0.8158
9 C -0.5331
10 N 0.0780
11 C -0.2313
12 Br -0.3834
13 C -0.9271
14 H 0.2986
15 H 0.3405
16 H 0.5521
17 H 0.5396
18 Br -0.1588
19 C 0.2455
20 C 0.2876
21 Br -0.1571
22 C -0.2378
23 Br -0.1005
24 C -0.0126
25 O -0.1428
26 C 0.2652
27 O -0.6043
28 C -0.0566
29 Br -0.0875
30 Cl -0.1464
31 C 1.0849
32 C -0.6784
33 C -0.4242
34 C -0.6269
35 C 0.7473
36 Cl -0.1791
37 C -1.3837
38 N 0.3666
39 H 0.4550
40 H 0.3807
41 H 0.4384